Density functional theory data (ωB97M-V/def2-TZVPD) for a 8-piece molecular cluster, C16H52N4O8 overall at a distorted geometry.

Summary:
- Energy: -39774.645 eV
- Structure (SMILES): COC[C@H](C)N.COC[C@H](C)N.COC[C@H](C)N.COC[C@H](C)N.O.O.O.O
- Lowest unoccupied orbital energy: 0.12 eV
- Energy above the lowest of the compared OMol25 structures with the same formula, charge and spin: 0.0 kJ/mol
- F_max: 1.03 eV/A

ORCA input file:
```
! wB97M-V def2-TZVPD RIJCOSX def2/J DEFGRID3
* xyz 0 1
C 1.82 5.74 2.76
O 0.90 6.17 1.78
C -0.04 5.19 1.40
C 0.43 4.37 0.20
C 0.87 5.25 -0.97
N -0.54 3.36 -0.22
H 1.29 5.31 3.62
H 2.36 6.62 3.10
H 2.51 4.99 2.36
H -0.26 4.52 2.25
H -0.97 5.74 1.19
H 1.35 3.87 0.52
H 0.08 5.91 -1.35
H 1.19 4.59 -1.78
H 1.73 5.85 -0.69
H -0.85 2.83 0.60
H -1.35 3.91 -0.51
C -1.18 -2.33 -3.40
O -1.24 -3.50 -4.16
C -0.12 -3.66 -4.99
C -0.29 -4.89 -5.84
C 1.05 -5.48 -6.29
N -1.12 -4.58 -7.04
H -0.22 -2.23 -2.86
H -1.98 -2.35 -2.66
H -1.32 -1.44 -4.03
H 0.01 -2.79 -5.65
H 0.82 -3.72 -4.42
H -0.78 -5.68 -5.25
H 1.71 -5.66 -5.44
H 1.55 -4.83 -7.01
H 0.92 -6.46 -6.74
H -1.10 -5.40 -7.65
H -2.09 -4.55 -6.74
C -3.09 -2.96 4.34
O -2.88 -3.41 3.04
C -3.12 -2.39 2.09
C -3.02 -2.94 0.68
C -1.67 -3.58 0.40
N -3.29 -1.89 -0.31
H -4.12 -2.59 4.48
H -2.40 -2.14 4.59
H -2.94 -3.77 5.05
H -4.13 -1.99 2.23
H -2.38 -1.58 2.21
H -3.79 -3.71 0.56
H -1.62 -3.86 -0.66
H -1.52 -4.48 0.99
H -0.86 -2.88 0.59
H -4.16 -1.42 -0.08
H -2.59 -1.15 -0.22
C 1.10 2.25 4.79
O 1.52 2.03 3.47
C 2.81 1.49 3.35
C 3.37 1.82 1.96
C 2.49 1.24 0.85
N 4.74 1.33 1.79
H 0.29 2.98 4.76
H 1.91 2.68 5.39
H 0.80 1.32 5.28
H 3.47 1.96 4.10
H 2.84 0.41 3.53
H 3.36 2.91 1.89
H 1.52 1.72 0.75
H 2.35 0.17 0.98
H 3.04 1.35 -0.09
H 4.82 0.41 2.21
H 5.38 1.91 2.31
O -0.90 1.49 2.02
H -1.47 0.92 2.54
H -0.28 1.88 2.64
O -0.96 1.51 -2.37
H -0.94 2.20 -1.69
H -1.66 1.75 -2.99
O 1.76 -2.03 -0.42
H 0.86 -1.67 -0.49
H 1.91 -2.11 0.52
O -0.63 -0.34 -0.31
H -0.40 0.38 0.29
H -0.66 0.07 -1.19
*
```

Here are the Mulliken charges for atoms 1 to 4, given in e: number 1, C, carries -0.433; number 2, O, carries -0.418; number 3, C, carries -0.500; number 4, C, carries 1.265



Density functional theory data (ωB97M-V/def2-TZVPD) for C54H66FeN4O3P4SiTe as an isolated structure.

Summary:
- <S²>: 9.001
- Energy: -155885.122 eV
- Lowest unoccupied orbital energy (spin up / spin down): -2.51 / -2.84 eV
- F_max: 0.35 eV/A

ORCA input file:
```
! wB97M-V def2-TZVPD RIJCOSX def2/J DEFGRID3
* xyz 1 6
Fe -0.49 -0.01 0.54
C -1.31 1.04 4.06
Si -0.99 1.65 2.30
C 0.46 2.81 2.58
C 0.42 4.04 3.25
C 1.59 4.65 3.66
C 2.82 4.03 3.45
C 2.88 2.82 2.79
C 1.70 2.23 2.33
P 1.64 0.70 1.36
C 2.33 -0.59 2.43
C 3.70 -0.72 2.62
C 4.20 -1.65 3.51
C 3.33 -2.45 4.24
C 1.96 -2.31 4.07
C 1.46 -1.39 3.17
C 2.78 0.99 -0.01
C 3.01 2.30 -0.41
C 3.39 2.77 -1.65
C 3.54 2.07 -2.89
C 3.96 -0.26 -2.02
C 2.98 -0.22 -0.84
C -2.51 2.62 1.73
C -3.32 3.36 2.60
C -4.38 4.11 2.12
C -4.65 4.13 0.75
C -3.86 3.41 -0.12
C -2.80 2.66 0.37
P -1.66 1.73 -0.72
C -2.80 1.19 -2.04
C -2.79 1.71 -3.33
C -3.75 1.31 -4.25
C -4.74 0.42 -3.89
C -4.77 -0.08 -2.59
C -3.80 0.29 -1.67
C -0.63 3.05 -1.43
C 0.02 2.88 -2.65
C 0.74 3.93 -3.21
C 0.86 5.13 -2.53
C 0.26 5.29 -1.29
C -0.50 4.25 -0.75
H -1.69 1.89 4.63
H -2.01 0.22 4.15
H -0.37 0.75 4.52
H -0.53 4.52 3.44
H 1.56 5.60 4.17
H 3.73 4.50 3.80
H 3.84 2.34 2.60
H 4.38 -0.08 2.06
H 5.27 -1.75 3.65
H 3.72 -3.17 4.95
H 1.28 -2.92 4.64
H 0.39 -1.30 3.01
H 2.80 3.07 0.31
H 3.47 3.84 -1.73
H 3.54 2.71 -3.77
H 3.78 -1.24 -2.48
H 3.18 -1.09 -0.21
H -3.13 3.35 3.67
H -5.00 4.67 2.80
H -5.48 4.71 0.38
H -4.07 3.42 -1.18
H -2.04 2.44 -3.63
H -3.72 1.72 -5.25
H -5.49 0.12 -4.60
H -5.54 -0.78 -2.30
H -3.82 -0.11 -0.67
H -0.02 1.93 -3.17
H 1.22 3.79 -4.17
H 1.42 5.95 -2.96
H 0.35 6.22 -0.75
H -0.98 4.41 0.20
C -4.68 -0.12 2.32
N -4.27 -1.29 1.54
C -5.38 -1.91 0.82
P -2.92 -2.08 2.04
O -1.72 -1.21 2.13
O -2.79 -3.25 0.94
P -1.74 -3.05 -0.30
O -1.78 -1.60 -0.63
N -2.22 -3.94 -1.57
C -2.31 -5.39 -1.47
C -2.93 -3.36 -2.71
N -0.39 -3.75 0.29
C 0.62 -4.26 -0.63
C -0.19 -4.25 1.64
N -3.12 -2.89 3.45
C -2.33 -2.63 4.65
C -4.31 -3.70 3.66
H -5.10 0.63 1.65
H -3.81 0.32 2.81
H -5.43 -0.38 3.07
H -5.82 -1.16 0.16
H -6.16 -2.27 1.50
H -5.02 -2.74 0.21
H -1.84 -5.74 -0.56
H -1.81 -5.86 -2.32
H -3.36 -5.71 -1.46
H -2.80 -2.28 -2.70
H -3.99 -3.59 -2.66
H -2.51 -3.76 -3.63
H 0.47 -3.87 -1.63
H 0.58 -5.36 -0.65
H 1.61 -3.94 -0.30
H -0.97 -3.93 2.32
H 0.77 -3.90 2.03
H -0.18 -5.35 1.62
H -1.46 -2.04 4.40
H -2.01 -3.58 5.08
H -2.92 -2.10 5.40
H -4.77 -3.95 2.70
H -5.05 -3.19 4.28
H -4.04 -4.64 4.14
C 7.30 -1.22 -4.89
C 6.13 -0.71 -4.09
C 6.34 -0.48 -2.71
C 5.44 -0.25 -1.71
C 5.92 -0.10 -0.30
C 3.71 0.75 -3.11
Te 0.96 -0.66 -1.57
C 3.83 0.22 -4.48
C 2.69 0.45 -5.41
C 4.94 -0.47 -4.84
H 8.15 -1.47 -4.25
H 7.63 -0.48 -5.62
H 7.03 -2.12 -5.45
H 7.38 -0.55 -2.39
H 7.01 -0.03 -0.27
H 5.63 -0.96 0.31
H 5.50 0.79 0.17
H 1.78 -0.01 -5.03
H 2.90 0.05 -6.40
H 2.48 1.52 -5.51
H 4.97 -0.83 -5.86
*
```

Here are the Mulliken charges for atoms 1 to 4, given in e: number 1, Fe, carries 0.838; number 2, C, carries -1.529; number 3, Si, carries 1.454; number 4, C, carries 0.716



Density functional theory data (ωB97M-V/def2-TZVPD) for a 3-piece molecular cluster, C10H26N2O10P2 overall at a distorted geometry.

Summary:
- Energy: -52826.705 eV
- Structure (SMILES): CC(C)=NNC(=O)O.COP(=O)(OC)OC.COP(=O)(OC)OC
- Lowest unoccupied orbital energy: 0.49 eV
- F_max: 3.53 eV/A

ORCA input file:
```
! wB97M-V def2-TZVPD RIJCOSX def2/J DEFGRID3
* xyz 0 1
C -0.92 1.07 -2.53
C -0.08 -0.14 -2.26
C -0.36 -1.42 -3.00
N 0.91 -0.16 -1.44
N 0.63 0.62 -0.24
C 1.35 1.87 -0.25
O 2.42 2.06 -0.73
O 0.61 2.86 0.33
H -1.88 1.06 -2.00
H -0.41 1.99 -2.25
H -1.14 1.13 -3.59
H -0.81 -2.09 -2.28
H -0.99 -1.26 -3.87
H 0.60 -1.87 -3.29
H 1.04 0.04 0.49
H -0.30 2.68 0.07
C -3.80 2.48 2.36
O -4.56 2.63 1.15
P -4.12 3.69 0.04
O -5.10 4.76 -0.09
O -4.07 2.69 -1.22
C -5.27 2.01 -1.60
O -2.62 4.16 -0.16
C -2.11 5.21 0.70
H -4.29 1.72 2.96
H -2.78 2.16 2.15
H -3.79 3.42 2.92
H -6.15 2.63 -1.43
H -5.36 1.07 -1.04
H -5.18 1.78 -2.66
H -2.38 5.04 1.74
H -2.48 6.18 0.38
H -1.03 5.18 0.60
C 5.89 -3.71 0.79
O 4.88 -3.86 1.80
P 3.34 -3.63 1.45
O 2.81 -2.46 2.14
O 2.76 -5.02 2.01
C 2.95 -5.33 3.39
O 2.74 -3.84 0.01
C 2.90 -2.73 -0.92
H 6.85 -3.90 1.25
H 5.73 -4.43 -0.02
H 5.88 -2.70 0.38
H 2.89 -4.43 4.01
H 3.90 -5.83 3.54
H 2.14 -6.01 3.67
H 3.91 -2.33 -0.91
H 2.19 -1.95 -0.68
H 2.68 -3.11 -1.92
*
```

Here are the Mulliken charges for atoms 1 to 4, given in e: number 1, C, carries -1.153; number 2, C, carries 0.860; number 3, C, carries -1.275; number 4, N, carries -0.269



Q: Look up the F_max of the second one.
A: 0.35 eV/A